C8H8O3 | ωB97M-V with the def2-TZVPD basis set

The geometry in XYZ format:
```
19
Properties=species:S:1:pos:R:3:forces:R:3
C -3.456 -0.784 -0.026 0.9 -0.2 -1.1
C -1.120 -0.546 0.148 -0.5 -5.7 -3.3
C -1.254 0.736 0.039 -2.4 6.1 2.8
C -0.068 1.468 -0.044 0.0 0.7 0.4
C 1.215 0.905 -0.086 -1.7 2.4 -0.6
C 1.347 -0.415 -0.255 -0.7 -3.2 0.5
C 2.715 -1.240 0.030 0.1 3.1 -0.2
C 0.074 -1.048 -0.324 3.4 0.5 1.9
H -4.200 -1.594 -0.561 1.7 2.6 1.7
H -3.550 -0.440 0.993 -1.7 -0.6 0.5
H -3.285 0.323 -0.483 -0.9 -3.3 -0.4
H -2.251 1.242 0.457 2.7 -0.5 -1.3
H 0.644 3.326 -0.349 -3.7 -2.1 1.9
H 1.950 1.629 -0.094 2.1 1.1 0.3
H 2.768 -2.300 0.235 -1.0 -0.7 -0.3
H 0.242 -2.014 -0.145 -0.2 -4.5 -0.1
O -2.150 -1.499 0.119 -0.6 2.3 -0.3
O -0.249 2.815 0.075 3.9 2.4 -2.0
O 3.768 -0.644 0.188 -1.4 -0.4 -0.4
```
Forces are in eV/Å.

Calculated values
F_max in hartree/bohr: 0.1394
Total charge: 0
E_tot in Ha: -535.193243
SMILES: COc1cc(O)cc(C=O)c1
E_LUMO in hartree: 0.005

***

C4H10ClN | ωB97M-V with the def2-TZVPD basis set

The geometry in XYZ format:
```
16
Properties=species:S:1:pos:R:3:forces:R:3
C 1.640 2.018 0.375 -2.7 -0.6 2.2
C 1.029 -1.895 0.367 -1.5 1.7 -2.2
C 0.926 0.584 0.504 -3.0 7.3 0.6
C 1.671 -0.561 0.255 3.2 -5.2 -0.1
N -2.229 -0.461 -0.268 2.0 -0.5 -2.1
Cl 3.230 -0.428 -0.442 -0.3 -0.2 -0.1
H 2.277 2.233 1.262 -0.1 -0.3 -0.5
H 0.969 2.927 0.294 0.1 -1.4 0.4
H 2.210 2.097 -0.488 1.4 -0.3 -1.5
H 1.436 -2.691 0.892 1.0 -1.1 1.5
H -0.013 -1.698 0.591 -0.1 -0.1 1.1
H 0.838 -2.325 -0.620 0.5 -0.1 -0.7
H -3.168 -0.772 -0.252 -1.2 -0.8 0.4
H -0.141 0.469 0.859 1.5 0.4 -0.6
H -1.644 -1.304 -0.626 -1.4 1.9 0.7
H -2.277 0.198 -1.082 0.5 -0.6 0.9
```
Forces are in eV/Å.

Calculated values
2S+1: 3
F_max in hartree/bohr: 0.1541
Total charge: 0
E_tot in Ha: -673.168262
E_LUMO (spin up / spin down) in hartree: 0.034 / -0.057

***

C5H8ClN3O3S2 | ωB97M-V with the def2-TZVPD basis set

The geometry in XYZ format:
```
22
Properties=species:S:1:pos:R:3:forces:R:3
C -0.984 2.522 1.176 0.4 1.0 1.4
C -1.301 1.257 -0.854 3.3 0.5 1.6
C -1.990 1.976 0.265 -1.0 1.3 1.1
C 0.947 0.999 -0.068 1.8 0.9 0.0
C 0.900 -0.175 0.798 1.5 -1.0 1.3
N -0.230 3.070 1.863 -0.8 -0.8 -0.6
N 0.109 1.395 -0.895 -1.1 1.6 0.3
N -1.899 0.712 -1.744 -4.7 -1.2 -1.5
O 1.129 -2.786 0.674 0.2 0.2 0.3
O 1.075 -1.632 -1.449 -0.6 0.3 0.1
O 3.085 -1.464 -0.063 -0.9 -0.2 0.5
S 2.504 1.902 0.133 0.0 -1.1 -0.6
S 1.651 -1.551 -0.144 1.5 0.4 -0.3
Cl -1.082 -4.297 -0.715 1.6 -1.3 -0.2
H -2.792 1.408 0.824 1.1 0.2 -0.8
H -2.521 2.906 -0.080 0.4 -1.0 -0.2
H -0.032 -0.577 1.044 -2.0 -0.2 0.0
H 1.408 -0.003 1.790 -0.1 -0.4 -1.3
H 0.274 -3.024 0.254 0.1 -0.4 0.2
H -2.124 -3.662 -0.641 -1.9 1.1 0.1
H -1.372 0.278 -2.431 1.5 -0.9 -1.5
H 3.245 0.746 0.263 -0.3 0.8 0.0
```
Forces are in eV/Å.

Calculated values
F_max in hartree/bohr: 0.0998
Total charge: 0
E_tot in Ha: -1841.809769
SMILES: [H]/N=C(CC#N)\N=C(\S)CS(=O)(=O)O.Cl
E_LUMO in hartree: -0.001

***

C26H32NO3 | ωB97M-V with the def2-TZVPD basis set

The geometry in XYZ format:
```
62
Properties=species:S:1:pos:R:3:forces:R:3
C -3.183 -1.016 3.389 -0.1 0.3 0.0
C -3.048 0.429 3.950 -0.4 -0.6 0.0
C -1.579 0.665 3.977 1.0 -0.7 -0.2
C -0.843 -0.455 3.676 -1.7 1.0 0.4
N 0.511 -0.572 3.652 1.0 0.0 -0.5
C 1.307 0.597 4.039 0.3 -0.5 0.4
C 2.748 0.447 3.558 0.1 -0.2 0.3
O 3.309 -0.796 3.990 -0.6 0.1 -0.7
C 2.579 -1.895 3.439 0.2 0.1 0.2
C 1.130 -1.881 3.911 0.2 0.3 0.4
C -1.765 -1.625 3.347 -0.1 -0.1 0.2
H -3.854 -1.613 4.015 0.1 0.1 -0.2
H -3.610 -0.973 2.381 0.0 -0.1 0.1
H -3.597 1.150 3.333 0.0 0.0 0.0
H -3.504 0.464 4.949 0.2 0.2 -0.1
H -1.173 1.627 4.276 0.1 -0.2 0.0
H 0.885 1.506 3.599 -0.1 -0.2 0.1
H 1.333 0.700 5.141 -0.2 0.1 -0.3
H 2.764 0.539 2.453 0.2 -0.1 0.4
H 3.386 1.209 4.031 -0.3 -0.1 -0.4
H 2.593 -1.879 2.330 0.2 0.1 0.4
H 3.096 -2.785 3.831 -0.3 0.2 -0.4
H 1.137 -2.091 4.999 -0.2 0.0 -0.3
H 0.578 -2.673 3.394 0.0 0.2 0.1
H -1.696 -2.439 4.085 0.2 0.3 -0.1
H -1.561 -2.076 2.366 0.2 0.1 0.2
C -10.083 3.485 -1.243 -0.1 -0.1 0.0
O -9.418 2.204 -1.365 1.2 0.3 0.7
C -8.139 2.152 -0.907 -0.4 0.2 -0.3
C -7.423 0.934 -1.056 -0.5 0.3 0.0
C -6.099 0.876 -0.701 0.3 0.3 0.0
C -5.416 2.016 -0.183 -0.3 0.1 0.2
C -4.018 1.997 0.085 0.0 0.2 0.1
C -3.343 3.047 0.701 0.0 0.0 0.4
C -1.966 3.219 0.703 -0.3 0.0 -0.2
C -1.328 4.386 1.220 0.0 0.3 0.3
C -0.029 4.766 0.780 -0.4 -0.3 0.1
C 0.554 5.935 1.197 0.0 0.5 0.4
C -0.130 6.774 2.116 0.1 0.3 0.2
O 0.511 7.896 2.535 -0.9 -0.9 -0.1
C -0.170 8.704 3.522 0.1 0.0 -0.1
C -1.423 6.415 2.575 0.3 0.1 0.0
C -1.999 5.241 2.138 0.2 0.1 -0.3
C -6.174 3.203 0.022 -0.2 -0.2 -0.1
C -7.502 3.277 -0.330 -0.1 -0.1 -0.1
H -11.084 3.306 -1.635 0.2 0.1 0.1
H -10.137 3.811 -0.191 -0.1 -0.3 -0.4
H -9.569 4.259 -1.836 -0.2 -0.4 0.1
H -7.948 0.075 -1.475 0.2 0.2 0.1
H -5.537 -0.050 -0.819 -0.2 0.2 0.0
H -3.445 1.125 -0.236 -0.1 0.2 0.0
H -3.940 3.817 1.188 0.2 -0.2 -0.3
H -1.349 2.486 0.183 -0.1 0.1 0.1
H 0.485 4.117 0.072 0.0 0.2 0.2
H 1.541 6.246 0.854 -0.3 -0.1 0.1
H 0.537 9.506 3.735 -0.2 -0.1 0.0
H -1.109 9.115 3.121 0.4 -0.1 0.0
H -0.385 8.129 4.437 0.2 0.1 -0.3
H -1.956 7.063 3.275 0.2 -0.4 -0.3
H -2.989 4.988 2.509 0.3 0.0 0.0
H -5.716 4.098 0.434 0.0 -0.2 -0.1
H -8.046 4.214 -0.191 0.3 -0.4 0.0
```
Forces are in eV/Å.

Calculated values
F_max in hartree/bohr: 0.0389
Total charge: +1
E_tot in Ha: -1290.090349
E_LUMO in hartree: -0.188

***

C5H5NO2 | ωB97M-V with the def2-TZVPD basis set

The geometry in XYZ format:
```
13
Properties=species:S:1:pos:R:3:forces:R:3
C -0.369 1.937 0.259 2.7 3.8 0.4
C -1.081 -0.291 -0.368 -3.0 0.3 -0.4
C 0.223 -0.909 -0.164 2.7 -2.5 0.5
C 0.302 -2.266 0.147 -0.7 0.7 0.6
C 1.508 -0.153 -0.352 2.6 0.7 -0.3
H -0.829 3.057 0.459 0.3 -3.2 -0.7
H 0.688 2.330 -0.420 -2.7 -1.7 2.7
H -0.358 1.405 1.253 1.4 1.2 -0.6
H 1.364 -2.736 0.474 -2.9 1.0 -1.1
H -0.791 -2.842 0.196 3.4 1.4 0.0
N 2.581 0.332 -0.523 -4.2 -1.8 0.7
O -1.115 1.084 -0.500 -2.0 -1.7 -1.8
O -2.122 -0.948 -0.462 2.6 1.7 0.1
```
Forces are in eV/Å.

Calculated values
F_max in hartree/bohr: 0.0914
Total charge: 0
E_tot in Ha: -398.634237
SMILES: C=C(C#N)C(=O)OC
E_LUMO in hartree: -0.039

***

C5H8O | ωB97M-V with the def2-TZVPD basis set

The geometry in XYZ format:
```
14
Properties=species:S:1:pos:R:3:forces:R:3
C 0.130 -1.085 -1.031 0.2 0.0 0.1
C -0.812 -0.734 0.081 0.0 0.1 0.2
C -0.166 -0.139 1.319 -0.1 -0.3 0.4
O 1.147 0.215 0.925 -0.2 0.2 0.0
C 0.770 1.234 0.014 -0.3 -0.4 -1.2
C -0.451 0.314 -0.920 0.7 0.6 0.3
H 1.170 -1.147 -0.744 0.0 -0.2 -0.1
H -0.152 -1.783 -1.823 -0.2 0.5 0.2
H -1.794 -1.185 0.218 0.2 0.3 -0.4
H -0.196 -0.715 2.242 0.2 0.0 0.0
H -0.657 0.851 1.355 -0.6 -0.7 1.4
H 1.551 1.508 -0.680 0.4 -0.3 -0.2
H 0.677 2.109 0.728 -1.3 -0.4 -1.5
H -1.217 0.558 -1.683 0.9 0.7 0.6
```
Forces are in eV/Å.

Calculated values
F_max in hartree/bohr: 0.0393
Total charge: 0
E_tot in Ha: -270.434432
SMILES: C1OC[C@H]2C[C@@H]12
E_LUMO in hartree: 0.043

***

C22H53ClI2O16PS6 | ωB97M-V with the def2-TZVPD basis set

The geometry in XYZ format:
```
101
Properties=species:S:1:pos:R:3:forces:R:3
C -9.182 4.565 -0.398 -0.2 0.0 -0.2
C -8.163 3.403 0.243 0.0 1.6 -0.8
C -7.599 2.559 -1.067 -2.2 -2.1 1.1
C -7.248 0.990 -0.761 1.5 -0.3 0.4
S -6.244 3.561 -1.868 0.8 1.9 1.9
C -4.625 3.522 -0.859 2.1 3.5 0.7
I -3.710 1.628 -0.113 -0.9 1.8 -0.8
C -3.929 4.845 -0.589 -1.1 -3.5 -0.5
C -2.509 5.004 0.217 0.0 0.6 0.1
I -4.783 6.767 -1.342 0.8 -1.9 0.7
P -5.847 2.636 -3.810 -0.3 -1.7 -3.7
O -7.121 3.191 -4.862 1.9 -0.4 1.4
Cl -4.055 3.456 -4.670 -2.0 0.3 0.9
H -8.879 4.832 -1.522 -0.5 -0.7 2.5
H -9.123 5.578 0.196 -0.3 -2.2 -1.0
H -10.300 4.158 -0.431 2.5 1.0 0.2
H -7.295 3.976 0.806 -1.6 -1.4 -1.2
H -8.709 2.723 1.027 1.1 1.1 -1.9
H -8.514 2.542 -1.836 2.3 0.4 1.3
H -8.177 0.284 -0.833 1.7 1.6 -0.1
H -6.784 0.838 0.328 -1.1 0.6 -2.4
H -6.378 0.636 -1.498 -2.2 0.5 1.5
H -2.210 4.101 0.893 -0.9 1.5 -1.4
H -2.590 5.951 0.938 0.0 -2.0 -1.8
H -1.615 5.207 -0.546 -2.2 -0.4 1.5
H -7.101 2.749 -5.761 0.3 0.5 1.5
O -0.639 -1.095 -5.947 0.5 0.7 1.0
S 0.388 -0.378 -5.219 0.4 0.0 -0.3
O 0.622 -0.593 -3.807 -0.6 0.1 -1.0
O 0.205 1.220 -5.484 0.5 -0.8 -0.1
C -1.053 1.817 -5.202 -0.8 0.4 0.4
C -1.253 2.015 -3.711 0.0 -0.2 0.5
C 1.930 -0.572 -6.076 -0.1 0.2 -0.1
H -1.868 1.230 -5.637 0.2 -0.1 0.0
H -1.061 2.795 -5.696 0.3 -0.2 -0.1
H -1.337 1.054 -3.194 0.0 0.1 -0.1
H -2.166 2.584 -3.514 0.4 -0.2 0.0
H -0.401 2.544 -3.272 -0.1 0.0 -0.1
H 1.774 -0.371 -7.138 0.0 0.0 0.2
H 2.266 -1.602 -5.935 -0.2 0.1 0.1
H 2.660 0.118 -5.651 -0.1 -0.1 0.0
O -3.193 1.375 4.154 0.5 1.0 -0.1
S -2.872 2.748 4.485 0.3 0.0 1.1
O -2.090 3.589 3.604 -0.5 -0.8 0.2
O -2.212 2.792 5.974 -1.5 0.4 -1.2
C -1.075 1.983 6.240 1.4 -0.6 0.2
C 0.184 2.578 5.636 0.2 0.1 -0.3
C -4.377 3.602 4.881 0.0 0.0 0.2
H -1.237 0.959 5.890 -0.1 0.2 0.0
H -0.961 1.937 7.329 -0.4 0.1 -0.2
H 0.143 2.560 4.543 0.0 0.0 0.1
H 1.067 2.014 5.949 -0.2 0.0 0.0
H 0.302 3.623 5.938 -0.1 -0.1 0.1
H -4.956 2.996 5.579 0.2 0.1 -0.1
H -4.936 3.745 3.954 0.2 -0.1 0.0
H -4.128 4.571 5.317 0.0 -0.2 -0.1
O 1.270 -0.430 5.857 -0.4 -0.6 0.8
S 0.595 -1.520 6.533 0.3 -0.9 0.0
O 0.173 -1.423 7.914 0.5 0.4 -1.1
O 1.470 -2.882 6.345 -1.5 1.0 -0.3
C 2.834 -2.876 6.743 1.3 -0.2 0.5
C 2.973 -2.963 8.251 -0.2 0.2 0.3
C -0.802 -2.013 5.556 0.1 -0.2 -0.1
H 3.350 -1.994 6.347 -0.2 0.0 0.0
H 3.304 -3.755 6.289 -0.4 0.2 -0.1
H 2.592 -2.059 8.735 0.1 -0.1 0.0
H 4.022 -3.080 8.537 -0.1 0.0 -0.1
H 2.399 -3.807 8.645 0.1 0.1 -0.1
H -0.487 -2.131 4.518 0.0 0.0 0.2
H -1.559 -1.230 5.632 0.2 -0.1 0.1
H -1.197 -2.951 5.953 0.1 0.1 0.0
O 4.167 -0.420 -8.263 0.6 0.3 -0.8
S 5.237 0.266 -8.959 0.7 0.0 -0.2
O 5.115 0.675 -10.342 -0.3 -0.6 1.2
O 6.615 -0.587 -8.783 -0.9 1.2 0.4
C 6.624 -1.954 -9.171 0.1 -1.1 -0.6
C 6.693 -2.104 -10.679 -0.2 0.1 -0.3
C 5.723 1.678 -8.000 0.1 -0.1 0.1
H 5.756 -2.480 -8.759 0.0 0.2 0.0
H 7.516 -2.407 -8.726 -0.1 0.4 0.1
H 5.777 -1.740 -11.153 0.1 -0.1 0.1
H 6.822 -3.153 -10.959 0.0 0.1 0.1
H 7.523 -1.520 -11.089 -0.1 -0.1 0.1
H 5.859 1.372 -6.961 0.0 0.0 -0.2
H 4.927 2.422 -8.071 0.0 -0.2 -0.1
H 6.648 2.083 -8.412 -0.1 -0.1 0.0
O 5.252 -7.381 6.004 -0.1 1.1 -0.8
S 5.677 -6.292 5.148 0.3 -0.4 -0.3
O 4.948 -5.045 5.072 0.2 -1.0 0.2
O 5.901 -6.863 3.638 0.5 0.6 1.2
C 4.831 -7.548 3.003 -1.0 -0.4 -0.6
C 3.768 -6.583 2.510 -0.2 0.3 0.1
C 7.377 -5.924 5.503 0.1 0.0 -0.2
H 4.402 -8.302 3.671 0.1 0.1 0.1
H 5.255 -8.081 2.145 0.2 0.2 0.3
H 3.261 -6.094 3.346 0.0 -0.1 -0.1
H 3.013 -7.108 1.918 0.1 0.0 0.0
H 4.216 -5.794 1.898 0.0 -0.2 0.0
H 7.946 -6.855 5.521 -0.2 0.1 0.0
H 7.419 -5.440 6.481 -0.2 -0.1 -0.1
H 7.759 -5.248 4.737 -0.1 -0.1 0.1
```
Forces are in eV/Å.

Calculated values
F_max in hartree/bohr: 0.0807
Total charge: +1
E_tot in Ha: -5859.466382
E_LUMO in hartree: -0.154

***

C23H24MoN4O2S2 | ωB97M-V with the def2-TZVPD basis set

The geometry in XYZ format:
```
56
Properties=species:S:1:pos:R:3:forces:R:3
Mo -0.633 -0.194 -1.346 0.0 -0.2 0.3
C 0.610 -1.688 -2.939 0.0 0.1 -0.2
N 0.899 -1.691 -1.500 -0.1 0.0 0.2
C 0.659 -3.018 -0.861 0.0 -0.1 0.0
C 2.209 -1.130 -1.140 0.1 0.1 0.0
C 3.318 -1.929 -0.962 0.0 -0.1 0.0
C 4.497 -1.361 -0.500 0.0 0.0 0.0
C 4.531 -0.012 -0.181 0.0 0.0 0.0
C 3.424 0.793 -0.380 -0.1 0.0 0.0
C 2.250 0.252 -0.914 0.1 -0.1 0.0
N 1.053 0.929 -1.171 0.2 -0.1 0.0
C 0.913 2.316 -1.034 -0.1 0.1 0.0
C 1.904 3.281 -1.237 0.0 -0.1 0.0
C 1.617 4.616 -1.018 0.0 0.0 0.0
C 0.350 5.016 -0.612 0.0 0.0 0.0
C -0.666 4.079 -0.493 -0.1 0.0 0.0
C -0.380 2.749 -0.730 0.1 0.0 0.0
N -1.430 1.731 -0.833 0.0 0.0 -0.2
C -2.487 1.842 0.207 -0.1 0.0 0.1
C -1.957 1.719 -2.217 -0.1 0.0 0.0
H 1.457 -1.353 -3.532 0.0 0.0 0.0
H -0.235 -0.969 -3.207 0.0 -0.1 0.0
H 0.226 -2.650 -3.271 0.0 0.0 0.0
H 1.308 -3.772 -1.303 0.0 0.0 0.0
H -0.376 -3.309 -1.023 0.0 0.0 0.0
H 0.869 -2.931 0.201 0.0 0.0 0.0
H 3.279 -2.992 -1.153 0.0 0.0 0.0
H 5.371 -1.981 -0.358 0.0 0.0 0.0
H 5.428 0.419 0.241 0.0 0.0 0.0
H 3.462 1.825 -0.073 0.0 0.0 0.0
H 2.881 2.992 -1.590 0.0 0.0 0.0
H 2.389 5.357 -1.171 0.0 0.0 0.0
H 0.140 6.060 -0.427 0.0 0.0 0.0
H -1.665 4.401 -0.236 0.0 0.0 0.0
H -3.039 2.772 0.089 0.0 0.0 0.0
H -2.007 1.817 1.182 0.0 0.0 0.0
H -3.179 1.009 0.104 0.0 0.0 0.0
H -1.478 2.475 -2.833 0.0 0.0 0.0
H -3.042 1.791 -2.244 0.0 0.0 0.0
H -1.761 0.732 -2.759 -0.1 0.0 0.1
O 1.163 -1.250 2.083 0.0 0.0 0.0
S -0.088 -0.566 2.140 0.0 0.0 0.0
O -0.145 0.815 2.492 0.0 0.0 0.0
N -0.831 -0.739 0.620 0.0 0.1 -0.2
C -1.922 -1.485 0.649 -0.1 0.0 0.0
S -2.648 -1.670 -0.882 -0.1 0.0 -0.1
C -2.274 -1.976 1.971 0.0 0.0 0.1
C -3.349 -2.764 2.350 0.0 0.0 0.0
C -3.474 -3.092 3.694 0.0 0.0 0.0
C -2.548 -2.645 4.631 0.0 0.0 0.0
C -1.461 -1.852 4.256 0.0 0.0 0.1
C -1.351 -1.535 2.925 0.0 0.0 -0.2
H -4.068 -3.108 1.618 0.0 0.0 0.0
H -4.303 -3.704 4.019 0.0 0.0 0.0
H -2.671 -2.915 5.670 0.0 0.0 0.0
H -0.742 -1.506 4.986 0.0 0.0 0.0
```
Forces are in eV/Å.

Calculated values
2S+1: 3
F_max in hartree/bohr: 0.0067
Total charge: +2
E_tot in Ha: -2124.347020
E_LUMO (spin up / spin down) in hartree: -0.267 / -0.288

***

C4H12 | ωB97M-V with the def2-TZVPD basis set

The geometry in XYZ format:
```
16
Properties=species:S:1:pos:R:3:forces:R:3
C -1.482 -0.441 -1.462 0.1 -3.5 -1.1
C -1.416 -1.035 -0.056 2.5 2.4 2.1
H -0.816 0.368 -1.689 -0.7 1.3 0.3
H -0.920 -1.234 -2.140 -1.6 1.2 0.9
H -2.619 -0.462 -1.687 2.2 0.8 -0.4
H -2.094 -0.466 0.642 0.1 -1.4 -0.7
H -1.395 -2.088 -0.134 -1.3 -1.2 0.4
H -0.408 -0.914 0.530 -1.4 0.2 -1.5
C 0.987 1.363 0.725 -2.4 1.8 0.8
C 1.897 0.170 0.753 -0.6 -2.7 1.3
H -0.168 1.360 0.691 1.6 -1.5 0.0
H 1.079 1.767 1.774 0.3 0.8 -1.4
H 1.097 2.062 -0.168 0.9 -0.5 1.5
H 1.777 -0.528 -0.058 0.7 0.5 -1.4
H 1.612 -0.700 1.500 0.4 2.3 -0.3
H 2.939 0.491 0.976 -0.7 -0.5 -0.5
```
Forces are in eV/Å.

Calculated values
F_max in hartree/bohr: 0.0791
Total charge: 0
E_tot in Ha: -159.514248
SMILES: CC.CC
E_LUMO in hartree: 0.041

***

CH10O4 | ωB97M-V with the def2-TZVPD basis set

The geometry in XYZ format:
```
15
Properties=species:S:1:pos:R:3:forces:R:3
C 2.439 -0.174 0.433 0.4 -0.6 0.3
O 1.143 -0.182 0.998 -0.2 0.0 0.1
H 3.145 0.112 1.215 -0.1 0.4 -0.1
H 2.788 -1.170 0.141 -0.3 0.0 -0.2
H 2.512 0.502 -0.424 0.1 0.0 0.0
H 0.574 -0.879 0.626 0.2 0.2 -0.2
H -3.619 0.807 -0.196 0.2 0.0 -0.1
H -2.164 1.207 -0.600 -0.1 -0.3 0.3
O -2.773 0.451 -0.490 0.0 0.2 -0.1
H -1.239 -2.341 0.614 -0.1 -0.1 -0.1
H -1.689 -1.095 -0.149 -0.1 0.1 -0.2
O -1.076 -1.850 -0.200 0.2 0.1 0.4
H -0.126 1.317 -1.395 -0.1 0.2 0.1
H 0.402 1.495 0.006 -0.5 -0.1 0.2
O -0.317 1.801 -0.578 0.5 -0.1 -0.4
```
Forces are in eV/Å.

Calculated values
F_max in hartree/bohr: 0.0153
Total charge: 0
E_tot in Ha: -345.048130
SMILES: CO.O.O.O
E_LUMO in hartree: 0.026